Record 1
40
Properties=species:S:1:pos:R:3 method="wB97M-V/def2-TZVPD" homo_lumo_gap_ev=3.23
C 0.225 -0.690 -3.557
C 0.862 0.614 -3.440
C 0.233 1.910 -3.647
N 2.220 0.659 -3.373
O 2.762 1.798 -3.394
O 2.876 -0.415 -3.273
H -0.861 -0.568 -3.645
H 0.551 -1.236 -4.460
H 0.422 -1.322 -2.677
H -0.855 1.806 -3.716
H 0.460 2.595 -2.815
H 0.571 2.393 -4.580
C -4.895 0.896 3.586
O -4.225 1.617 2.530
C -3.044 1.155 2.043
C -2.453 1.952 1.033
C -1.256 1.587 0.481
C -0.588 0.376 0.853
C 0.661 0.106 0.231
C 1.688 -0.785 0.648
C 2.832 -0.952 -0.197
C 3.830 -1.862 0.099
C 3.717 -2.695 1.221
C 2.622 -2.533 2.084
C 1.676 -1.533 1.866
C -1.269 -0.471 1.783
C -2.414 -0.052 2.441
H -5.814 1.465 3.744
H -5.129 -0.133 3.278
H -4.288 0.892 4.503
H -2.981 2.852 0.735
H -0.790 2.231 -0.265
H 0.894 0.721 -0.644
H 2.895 -0.351 -1.105
H 4.695 -1.932 -0.561
H 4.473 -3.457 1.412
H 2.520 -3.198 2.944
H 0.926 -1.312 2.626
H -0.899 -1.479 1.960
H -2.851 -0.650 3.247

Record 2
8
Properties=species:S:1:pos:R:3 method="wB97M-V/def2-TZVPD" homo_lumo_gap_ev="10.32 / 6.22"
C 0.805 -0.324 -0.482
C -0.491 0.250 0.106
O 0.941 -0.758 -1.633
O 1.784 -0.379 0.402
O 1.538 -0.186 1.659
O -1.579 -0.367 -0.283
Cl -0.490 1.838 0.659
H -2.507 -0.075 -0.428

Calculated energy in order - -939.43589; -837.74461 a.u.
Calculated ΔE to the lowest compared entry with this formula, charge and spin in order - 174.45; 170.99 kcal per mole